The molecule C10H8FN. Source: OMol25; level of theory: the ωB97M-V functional and the def2-TZVPD basis.

Element x y z (Å)
C: 0.07 -1.87 -1.16
C: 1.50 -2.05 -0.87
C: -0.61 -0.81 -0.71
C: 2.10 -1.20 -0.02
C: -0.01 0.32 0.23
C: 1.49 0.08 0.39
C: 0.31 2.94 0.22
C: -0.55 1.69 0.24
C: 1.50 2.89 0.82
C: -0.86 0.77 1.37
N: 2.22 0.99 0.84
F: 2.37 3.86 1.16
H: -0.51 -2.51 -1.83
H: 1.96 -2.89 -1.22
H: -1.66 -0.78 -1.02
H: 3.14 -1.10 0.12
H: -0.20 3.85 -0.04
H: -1.29 1.92 -0.52
H: -1.81 0.23 1.54
H: -0.45 1.06 2.35

* charge: 0
* total energy: -14701.5235 eV
* relative energy (zero: lowest compared OMol25 entry of this formula, charge and spin): 111.6 kcal/mol